(1)
The following is a DFT calculation (ωB97M-V/def2-TZVPD) of C22H19ClN6NiS2 as an isolated structure.

Geometry as XYZ:
```
51
Properties=species:S:1:pos:R:3:forces:R:3
Ni 0.077515 -0.446598 -0.295033 0.70 -0.04 -0.40
C -3.599210 -2.341370 0.036992 -0.02 0.02 -0.03
C -2.391353 -1.557401 -0.348504 -0.01 -0.06 0.24
N -1.376523 -1.356013 0.427839 -0.21 0.01 -0.06
N -1.373575 -1.873928 1.677690 -0.06 -0.12 0.17
C -0.207656 -1.702672 2.267362 -0.05 0.12 -0.11
N -0.094491 -2.157765 3.528167 0.04 -0.04 0.05
S 1.162403 -0.938021 1.534004 -0.12 -0.10 0.00
C -2.255984 -0.935282 -1.667628 0.07 0.14 -0.08
C -3.228931 -0.960709 -2.654101 -0.03 0.00 0.04
C -2.990821 -0.285255 -3.842317 0.01 0.00 0.01
C -1.799827 0.399285 -4.008311 0.01 0.01 -0.01
C -0.867400 0.369415 -2.982537 0.11 -0.02 -0.02
N -1.086552 -0.290378 -1.854643 -0.11 -0.13 0.08
H -3.492497 -2.705459 1.052971 0.00 -0.01 0.00
H -3.734988 -3.189606 -0.637591 0.00 0.00 0.00
H -4.495936 -1.720977 -0.027938 0.00 0.00 0.00
H -0.839143 -2.714652 3.909435 -0.01 0.01 0.00
H 0.807841 -2.176120 3.966149 -0.01 0.01 0.00
H -4.155373 -1.491330 -2.487166 0.00 0.00 -0.01
H -3.733853 -0.289131 -4.628663 -0.01 0.00 0.00
H -1.582722 0.944050 -4.915554 0.00 0.00 0.00
H 0.090510 0.868121 -3.050844 -0.01 0.00 -0.01
S 5.986986 1.070749 -0.862767 -0.01 -0.13 -0.01
C 5.338850 -0.434990 -0.683960 0.04 0.17 0.10
C 3.988322 -0.838003 -0.764811 -0.07 0.03 0.10
C 2.949750 0.012608 -1.010305 0.08 -0.06 -0.36
C 2.409984 1.359497 -1.249096 0.04 -0.07 0.06
C 0.816317 2.872382 -0.003957 0.05 -0.06 -0.01
C 0.543415 4.229262 0.142414 -0.04 0.01 -0.02
C -0.770424 4.648208 0.269497 0.01 -0.04 0.00
C -1.785068 3.704635 0.242771 0.02 0.00 -0.01
C -1.425459 2.378235 0.079898 -0.03 0.08 -0.03
N -0.166623 1.969358 -0.041975 -0.12 0.05 0.12
H 6.023973 -1.252487 -0.457905 0.02 0.00 -0.05
H 3.743572 -1.883602 -0.615336 -0.01 0.00 0.00
H 1.353127 4.943977 0.147947 0.00 0.00 0.00
H -0.996948 5.700086 0.387665 0.00 0.00 0.00
H -2.825044 3.983127 0.341931 0.00 0.00 0.00
H -2.184804 1.601482 0.043728 0.01 0.01 0.01
Cl 3.525613 4.023303 -4.094126 0.01 0.03 -0.03
C 3.207234 3.215302 -2.589197 -0.04 -0.09 -0.02
C 3.671701 3.871603 -1.370728 0.01 0.02 0.04
C 3.263075 3.428532 -0.185813 0.01 0.03 0.00
C 2.242881 2.322855 -0.083506 -0.04 0.03 0.08
N 1.665370 0.069605 -1.236524 -0.27 0.14 0.20
C 2.623095 2.019342 -2.558542 0.05 0.04 -0.03
H 4.390836 4.673756 -1.464827 0.00 0.00 0.01
H 3.644543 3.871099 0.725753 -0.01 0.01 0.00
H 2.404373 1.762419 0.842545 0.00 -0.01 -0.02
H 2.378805 1.482016 -3.466333 -0.01 -0.01 0.01
```
Forces are in eV/Å.

E_HOMO (spin up / spin down) = -6.968 / -6.967 eV
HOMO-LUMO gap (spin up / spin down) = 6.158 / 6.157 eV
E_LUMO (spin up / spin down) = -0.81 / -0.81 eV
ΔE to the lowest compared entry with this formula, charge and spin = 1.2 kcal per mole



(2)
The following is a DFT calculation (ωB97M-V/def2-TZVPD) of a 2-piece molecular cluster, C9H12N3 overall at a distorted geometry.

Geometry as XYZ:
```
24
Properties=species:S:1:pos:R:3:forces:R:3
C -3.588898 -0.796325 0.551158 -0.70 -2.75 3.50
C -4.008038 0.216913 -0.153983 -4.01 2.74 -2.62
C -1.883948 0.252176 -0.010416 4.11 0.10 -0.29
C 2.347574 0.839078 1.134417 -0.55 -1.03 1.14
C 1.165110 1.340820 0.859511 -0.90 0.51 -0.92
C 2.540300 -0.480304 -0.898177 -2.23 -3.12 1.20
C 1.254083 0.226936 -1.388176 -1.33 -0.37 -0.02
C 2.318860 -0.594262 0.658857 -0.08 0.14 -0.08
C 0.428401 0.402093 -0.026349 -2.45 -1.72 -1.57
N -2.227209 -0.773495 0.660590 1.62 0.01 0.29
N -2.908680 0.950118 -0.571190 1.33 -0.76 0.50
N 0.801688 -0.934804 0.602940 -0.78 2.25 2.45
H -4.154466 -1.449222 1.268231 0.45 0.58 -1.39
H -5.083377 0.514516 -0.417471 2.04 -0.39 0.41
H 3.149129 1.338246 1.649172 0.25 -0.14 0.01
H 0.797476 2.320569 0.978739 -0.10 1.05 0.28
H 2.455415 -1.567598 -1.256148 1.07 1.66 -0.03
H 3.466822 0.003760 -0.949915 1.29 0.47 -1.14
H 1.456634 1.189176 -1.804678 0.01 0.58 -0.36
H 0.686650 -0.401741 -2.154758 0.76 0.89 1.14
H 2.921620 -1.328184 1.206430 -0.31 0.16 -0.29
H -2.761513 1.517941 -1.379364 -0.44 0.49 -0.18
H 0.722128 -1.722878 0.030580 -0.67 -1.42 -1.41
H 0.104231 -1.063536 1.409994 1.63 0.07 -0.62
```
Forces are in eV/Å.

E_HOMO = -12.724 eV
HOMO-LUMO gap = 8.865 eV
E_LUMO = -3.86 eV
ΔE to the lowest compared entry with this formula, charge and spin = 109.4 kcal per mole
Net charge = +1